(1)
{"formula": "C33H45CoN5S", "method": "wB97M-V/def2-TZVPD", "total_charge": -1, "e_above_lowest_kcal_mol": 94.37, "e_lumo_ev": [2.636, 2.617], "e_tot_ev": -90854.496, "homo_energy_ha": [-0.0681, -0.1199], "multiplicity": 5, "mol_weight_g_mol": 602.76, "orbital_gap_ev": [4.49, 5.88], "elements": ["Co", "N", "N", "C", "C", "C", "C", "H", "H", "H", "C", "C", "H", "H", "H", "C", "C", "H", "H", "H", "C", "H", "H", "H", "C", "H", "H", "H", "C", "H", "C", "H", "C", "H", "C", "H", "C", "C", "H", "C", "C", "H", "C", "H", "N", "C", "C", "C", "H", "C", "C", "H", "H", "H", "C", "H", "C", "C", "H", "H", "H", "C", "H", "H", "H", "C", "N", "C", "C", "S", "N", "C", "C", "H", "H", "H", "H", "H", "H", "H", "H", "H", "H", "H", "H"], "xyz": [[-0.57, 0.20, 0.41], [-1.82, 4.11, 1.19], [-1.30, 0.15, -3.10], [-0.20, -1.56, 1.44], [-1.53, -1.02, 1.61], [-1.38, 0.25, 2.28], [-2.45, 1.10, 2.93], [-3.44, 0.70, 2.66], [-2.38, 2.15, 2.57], [-2.37, 1.11, 4.02], [0.01, 0.48, 2.50], [0.53, 1.67, 3.22], [0.31, 1.65, 4.30], [0.08, 2.59, 2.84], [1.62, 1.77, 3.12], [0.74, -0.62, 2.00], [2.16, -0.90, 2.32], [2.78, 0.01, 2.27], [2.60, -1.64, 1.65], [2.28, -1.29, 3.35], [-2.81, -1.75, 1.44], [-3.18, -2.10, 2.42], [-2.69, -2.63, 0.79], [-3.59, -1.11, 0.99], [0.11, -3.00, 1.28], [1.11, -3.16, 0.85], [-0.61, -3.50, 0.62], [0.09, -3.51, 2.26], [-2.07, 5.33, 0.73], [-2.37, 6.04, 1.50], [-1.93, 5.69, -0.62], [-2.04, 6.75, -0.90], [-1.59, 4.70, -1.55], [-1.48, 4.97, -2.63], [-1.41, 3.38, -1.10], [-1.32, 2.54, -1.80], [-1.64, 3.12, 0.30], [-1.91, 1.81, 0.92], [-2.68, 1.34, 0.24], [-1.05, -0.40, -1.88], [-2.56, -0.34, -3.39], [-3.39, 0.21, -3.86], [-2.58, -1.64, -2.89], [-3.07, -2.52, -3.27], [-1.46, -1.77, -1.98], [-0.74, -3.00, -1.82], [-1.49, -4.20, -1.84], [-0.85, -5.45, -1.87], [-1.47, -6.34, -1.80], [0.54, -5.57, -1.91], [1.17, -6.92, -1.93], [2.15, -6.90, -1.45], [1.32, -7.32, -2.94], [0.55, -7.65, -1.40], [1.28, -4.39, -1.91], [2.37, -4.48, -1.89], [0.69, -3.12, -1.89], [1.59, -1.92, -1.90], [1.24, -1.14, -2.59], [2.62, -2.19, -2.17], [1.63, -1.48, -0.89], [-2.98, -4.14, -1.78], [-3.45, -3.94, -2.75], [-3.30, -3.36, -1.07], [-3.39, -5.10, -1.48], [3.68, 0.68, -0.22], [3.15, 1.92, 0.37], [4.08, 2.78, 1.10], [1.92, 2.36, 0.06], [0.87, 1.25, -0.79], [1.58, 3.69, 0.17], [1.51, 4.51, -1.04], [1.36, 4.33, 1.47], [4.67, 0.49, 0.20], [3.76, 0.76, -1.32], [3.03, -0.17, 0.02], [4.14, 3.78, 0.64], [3.77, 2.88, 2.15], [5.06, 2.30, 1.08], [0.80, 5.34, -0.89], [2.50, 4.92, -1.28], [1.17, 3.90, -1.88], [0.34, 4.14, 1.84], [2.08, 3.97, 2.21], [1.49, 5.41, 1.34]], "lowdin_spin": [2.095, 0.042, 0.003, 0.050, 0.003, 0.079, 0.129, 0.000, 0.036, 0.024, 0.077, 0.012, 0.005, 0.002, 0.000, 0.053, 0.010, 0.000, 0.000, 0.004, 0.001, 0.001, 0.000, 0.000, 0.013, 0.000, 0.001, 0.005, -0.003, -0.001, 0.039, 0.004, 0.008, 0.000, 0.059, 0.004, 0.112, 0.714, 0.027, 0.058, 0.004, 0.001, 0.001, 0.000, 0.001, 0.000, 0.000, 0.000, 0.000, 0.000, 0.000, 0.000, 0.000, 0.000, 0.000, 0.000, 0.000, 0.002, 0.000, 0.000, 0.000, 0.000, 0.000, 0.000, 0.000, 0.012, 0.096, 0.008, 0.162, -0.022, 0.030, 0.012, 0.007, 0.000, 0.004, 0.002, 0.003, 0.003, 0.000, 0.002, 0.001, 0.001, 0.001, 0.000, 0.001]}

=====

(2)
{"formula": "C33H45N3P", "method": "wB97M-V/def2-TZVPD", "total_charge": 1, "e_above_lowest_kcal_mol": 33.86, "e_lumo_ev": -4.714, "e_tot_ev": -48701.068, "homo_energy_ha": -0.3068, "mol_weight_g_mol": 514.72, "orbital_gap_ev": 3.64, "elements": ["C", "C", "C", "C", "C", "N", "C", "C", "C", "C", "C", "C", "C", "C", "C", "C", "C", "C", "C", "C", "C", "C", "C", "C", "H", "H", "H", "H", "H", "H", "H", "H", "H", "H", "H", "H", "H", "H", "H", "H", "H", "H", "H", "H", "H", "H", "C", "C", "C", "C", "N", "C", "C", "N", "C", "C", "C", "C", "P", "H", "H", "H", "H", "H", "H", "H", "H", "H", "H", "H", "H", "H", "H", "H", "H", "H", "H", "H", "H", "H", "H", "H"], "xyz": [[5.08, 4.20, 5.63], [3.73, 4.22, 5.26], [2.75, 3.86, 6.18], [3.12, 3.45, 7.46], [2.09, 2.94, 8.43], [2.45, 1.60, 8.91], [2.29, 1.30, 10.35], [1.09, 0.48, 10.72], [1.19, -0.45, 11.75], [0.08, -1.20, 12.12], [-1.15, -1.03, 11.47], [-1.25, -0.09, 10.44], [-0.15, 0.70, 10.10], [2.76, 0.63, 8.04], [2.98, -0.72, 8.29], [4.23, -1.30, 8.95], [3.95, -2.38, 9.96], [5.04, -2.93, 10.64], [4.79, -3.91, 11.58], [3.51, -4.41, 11.79], [2.47, -3.94, 11.00], [2.69, -2.95, 10.06], [4.45, 3.49, 7.86], [5.45, 3.81, 6.93], [5.85, 4.47, 4.91], [3.44, 4.53, 4.26], [1.69, 3.87, 5.92], [2.03, 3.58, 9.31], [1.09, 2.93, 7.95], [3.22, 0.82, 10.70], [2.22, 2.29, 10.84], [2.15, -0.59, 12.24], [0.17, -1.94, 12.91], [-2.02, -1.63, 11.76], [-2.18, 0.04, 9.91], [-0.23, 1.48, 9.34], [2.82, 0.95, 6.98], [2.15, -1.39, 8.00], [4.73, -0.42, 9.36], [6.04, -2.54, 10.45], [5.61, -4.26, 12.20], [3.32, -5.16, 12.53], [1.46, -4.31, 11.11], [1.86, -2.59, 9.44], [4.71, 3.27, 8.90], [6.50, 3.77, 7.23], [8.59, 1.02, 11.01], [7.92, 0.72, 9.70], [6.47, 1.23, 9.77], [8.65, 1.47, 8.60], [7.98, -0.74, 9.48], [9.16, -1.41, 9.96], [9.47, -2.58, 9.08], [8.41, -2.76, 8.13], [8.79, -3.44, 6.84], [9.75, -4.53, 7.17], [9.43, -2.45, 5.89], [7.55, -4.03, 6.17], [7.67, -1.28, 7.89], [4.89, -1.75, 8.30], [9.66, 0.92, 10.93], [8.41, 2.05, 11.30], [8.23, 0.39, 11.81], [6.01, 1.38, 8.79], [5.82, 0.60, 10.39], [6.44, 2.22, 10.26], [8.21, 1.31, 7.61], [8.62, 2.53, 8.81], [9.69, 1.16, 8.58], [9.98, -0.71, 9.94], [9.04, -1.71, 10.98], [10.39, -2.40, 8.53], [9.63, -3.48, 9.65], [9.37, -5.18, 7.96], [9.90, -5.15, 6.28], [10.73, -4.15, 7.47], [8.76, -1.62, 5.62], [10.33, -2.02, 6.33], [9.71, -2.97, 4.97], [6.85, -3.28, 5.78], [7.90, -4.64, 5.31], [7.00, -4.70, 6.83]], "mulliken_charge": [-0.521, -0.600, -0.367, 0.025, -0.717, 0.789, -0.809, 0.888, -0.489, -0.570, -0.559, -0.699, -0.229, 0.014, -2.049, 1.660, 0.826, -0.412, -0.488, -0.793, -0.395, -0.805, -0.167, -0.360, 0.380, 0.392, 0.364, 0.373, 0.339, -0.016, 0.597, 0.305, 0.431, 0.376, 0.418, 0.260, 0.330, 0.529, -1.446, 0.397, 0.409, 0.398, 0.468, 0.066, 0.465, 0.398, -2.045, 1.737, -2.267, -1.778, 0.371, -0.762, -0.549, 0.526, 1.189, -1.901, -1.503, -1.735, 0.145, 0.625, 0.509, 0.485, 0.462, 0.358, 0.504, 0.663, 0.457, 0.465, 0.331, 0.446, 0.233, 0.422, 0.409, 0.424, 0.480, 0.379, 0.453, 0.342, 0.482, 0.375, 0.469, 0.395]}

=====

Number 1: largest force on an atom 6.8 eV/A. Number 2: largest force on an atom 4.9 eV/A.